[1]
{
  "formula": "C51H135N9O21S12",
  "method": "ωB97M-V/def2-TZVPD",
  "species": ["C", "S", "O", "C", "H", "H", "H", "H", "H", "H", "C", "S", "O", "C", "H", "H", "H", "H", "H", "H", "C", "S", "O", "C", "H", "H", "H", "H", "H", "H", "C", "S", "O", "C", "H", "H", "H", "H", "H", "H", "C", "S", "O", "C", "H", "H", "H", "H", "H", "H", "C", "S", "O", "C", "H", "H", "H", "H", "H", "H", "C", "S", "O", "C", "H", "H", "H", "H", "H", "H", "C", "S", "O", "C", "H", "H", "H", "H", "H", "H", "C", "S", "O", "C", "H", "H", "H", "H", "H", "H", "C", "S", "O", "C", "H", "H", "H", "H", "H", "H", "C", "S", "O", "C", "H", "H", "H", "H", "H", "H", "C", "S", "O", "C", "H", "H", "H", "H", "H", "H", "C", "O", "N", "C", "C", "H", "H", "H", "H", "H", "H", "H", "C", "O", "N", "C", "C", "H", "H", "H", "H", "H", "H", "H", "C", "O", "N", "C", "C", "H", "H", "H", "H", "H", "H", "H", "C", "O", "N", "C", "C", "H", "H", "H", "H", "H", "H", "H", "C", "O", "N", "C", "C", "H", "H", "H", "H", "H", "H", "H", "C", "O", "N", "C", "C", "H", "H", "H", "H", "H", "H", "H", "C", "O", "N", "C", "C", "H", "H", "H", "H", "H", "H", "H", "C", "O", "N", "C", "C", "H", "H", "H", "H", "H", "H", "H", "C", "O", "N", "C", "C", "H", "H", "H", "H", "H", "H", "H"],
  "xyz": [[12.250, 16.950, 15.250], [11.664, 17.093, 13.470], [11.843, 15.762, 12.773], [9.872, 17.091, 13.730], [11.638, 17.641, 15.830], [13.265, 17.278, 15.472], [12.193, 15.920, 15.602], [9.713, 16.398, 14.557], [9.368, 16.762, 12.821], [9.458, 18.064, 13.994], [20.291, 15.465, 11.110], [21.794, 14.537, 10.596], [21.223, 13.567, 9.530], [22.671, 15.938, 9.706], [20.049, 16.385, 10.579], [20.485, 15.927, 12.079], [19.396, 14.844, 11.129], [22.703, 16.795, 10.377], [21.901, 16.117, 8.955], [23.653, 15.620, 9.354], [13.088, 12.440, 13.840], [14.028, 13.974, 14.367], [13.978, 14.061, 15.893], [15.609, 13.290, 13.794], [12.092, 12.513, 14.276], [13.492, 11.516, 14.254], [12.998, 12.214, 12.778], [15.428, 12.907, 12.789], [15.835, 12.414, 14.402], [16.383, 14.057, 13.794], [15.135, 18.690, 14.071], [16.596, 19.449, 13.177], [16.227, 19.554, 11.661], [16.493, 21.113, 13.862], [14.204, 18.877, 13.535], [15.018, 19.115, 15.068], [15.260, 17.611, 14.160], [15.601, 21.676, 13.588], [17.389, 21.629, 13.517], [16.665, 21.115, 14.939], [16.514, 16.246, 9.378], [16.504, 15.603, 11.105], [17.479, 16.458, 11.950], [14.847, 16.294, 11.482], [16.164, 17.278, 9.343], [15.906, 15.653, 8.695], [17.537, 16.242, 9.001], [14.913, 16.285, 12.570], [13.900, 16.012, 11.022], [14.972, 17.326, 11.154], [20.441, 19.100, 11.588], [20.593, 19.906, 9.948], [20.112, 18.793, 8.996], [19.104, 21.057, 10.051], [20.394, 19.905, 12.322], [21.282, 18.422, 11.734], [19.487, 18.599, 11.755], [18.965, 21.480, 9.056], [19.176, 21.912, 10.723], [18.204, 20.596, 10.458], [12.431, 20.505, 16.800], [11.823, 21.445, 15.365], [12.164, 20.583, 14.171], [13.083, 22.820, 15.435], [12.568, 21.243, 17.590], [13.324, 19.912, 16.605], [11.741, 19.724, 17.120], [14.032, 22.506, 15.002], [13.055, 23.107, 16.486], [12.639, 23.618, 14.840], [21.266, 20.122, 21.854], [19.921, 20.093, 23.098], [18.916, 19.082, 22.569], [20.926, 19.282, 24.452], [20.999, 20.960, 21.211], [21.274, 19.215, 21.250], [22.227, 20.259, 22.351], [21.547, 20.068, 24.881], [21.628, 18.545, 24.063], [20.322, 18.659, 25.112], [15.971, 13.370, 25.431], [16.920, 14.039, 23.985], [17.408, 12.795, 23.201], [15.763, 14.889, 22.881], [16.780, 13.044, 26.084], [15.501, 12.482, 25.009], [15.370, 14.196, 25.811], [16.395, 15.307, 22.096], [15.258, 15.687, 23.424], [14.964, 14.348, 22.375], [16.348, 20.970, 18.207], [17.872, 19.962, 17.843], [19.009, 20.881, 17.488], [18.144, 19.236, 19.482], [15.542, 20.313, 18.532], [16.104, 21.474, 17.272], [16.457, 21.657, 19.046], [17.325, 18.531, 19.624], [18.118, 19.997, 20.262], [19.128, 18.768, 19.504], [12.975, 15.817, 18.934], [12.113, 17.412, 19.340], [10.845, 17.532, 18.502], [11.759, 16.946, 21.102], [13.462, 15.866, 17.960], [12.237, 15.015, 18.933], [13.721, 15.557, 19.685], [11.394, 15.928, 21.234], [11.075, 17.697, 21.497], [12.650, 17.049, 21.721], [11.165, 13.088, 17.119], [11.356, 12.037, 18.584], [12.684, 12.555, 19.249], [9.997, 12.818, 19.620], [10.431, 12.770, 16.378], [12.130, 13.110, 16.613], [10.809, 14.072, 17.427], [10.138, 13.879, 19.826], [10.021, 12.395, 20.624], [8.992, 12.781, 19.199], [22.886, 18.805, 15.191], [22.895, 17.832, 14.448], [21.815, 19.498, 15.661], [21.909, 20.462, 16.754], [20.463, 19.202, 15.156], [23.783, 19.302, 15.593], [21.525, 20.126, 17.717], [21.366, 21.387, 16.564], [22.931, 20.810, 16.909], [19.849, 20.091, 15.016], [20.469, 18.587, 14.256], [19.936, 18.574, 15.874], [21.768, 16.258, 22.135], [22.731, 17.005, 22.016], [21.791, 15.080, 22.784], [20.563, 14.301, 23.082], [23.043, 14.597, 23.323], [20.741, 16.527, 21.845], [20.548, 13.998, 24.129], [20.558, 13.385, 22.491], [19.665, 14.861, 22.821], [23.099, 13.519, 23.170], [23.974, 15.010, 22.935], [23.063, 14.776, 24.398], [14.001, 9.815, 18.779], [13.394, 8.817, 19.218], [14.749, 9.882, 17.610], [15.191, 11.241, 17.176], [14.985, 8.801, 16.704], [14.061, 10.797, 19.274], [14.809, 11.346, 16.161], [16.263, 11.286, 16.986], [14.807, 12.027, 17.826], [14.541, 8.899, 15.714], [16.022, 8.540, 16.494], [14.512, 7.873, 17.025], [18.733, 9.953, 15.032], [19.123, 9.176, 15.930], [18.978, 11.337, 15.023], [18.955, 12.098, 13.773], [19.636, 12.124, 16.073], [18.122, 9.647, 14.170], [18.488, 13.075, 13.903], [18.406, 11.489, 13.055], [19.982, 12.225, 13.430], [20.657, 12.202, 15.700], [19.168, 13.102, 16.191], [19.679, 11.578, 17.015], [26.132, 20.300, 19.026], [26.193, 21.318, 19.679], [25.159, 19.364, 18.997], [25.406, 18.120, 18.298], [23.916, 19.573, 19.699], [26.976, 19.993, 18.389], [24.545, 17.816, 17.703], [25.581, 17.309, 19.006], [26.231, 18.062, 17.588], [23.028, 19.304, 19.126], [23.934, 18.786, 20.453], [23.860, 20.481, 20.299], [16.873, 10.662, 21.095], [16.799, 9.527, 21.576], [17.486, 11.070, 19.978], [18.246, 10.176, 19.113], [17.559, 12.531, 19.651], [16.383, 11.556, 21.512], [17.933, 10.225, 18.070], [18.212, 9.115, 19.364], [19.313, 10.392, 19.164], [16.939, 12.647, 18.762], [17.054, 13.250, 20.296], [18.601, 12.835, 19.753], [21.535, 13.908, 18.530], [20.706, 14.610, 17.971], [22.760, 14.305, 18.963], [23.734, 13.366, 19.526], [23.233, 15.637, 18.806], [21.387, 12.892, 18.928], [23.400, 12.334, 19.412], [23.945, 13.376, 20.595], [24.679, 13.338, 18.984], [22.504, 16.353, 18.428], [23.506, 15.963, 19.810], [24.182, 15.645, 18.270], [18.098, 16.102, 18.629], [17.598, 15.908, 19.750], [17.423, 15.821, 17.484], [16.113, 15.191, 17.424], [18.200, 15.937, 16.233], [19.138, 16.456, 18.557], [15.846, 14.706, 18.363], [16.065, 14.473, 16.605], [15.339, 15.937, 17.248], [19.235, 16.156, 16.494], [18.126, 15.006, 15.672], [17.856, 16.722, 15.559], [24.068, 13.359, 15.779], [24.753, 12.333, 15.898], [23.286, 13.654, 14.702], [22.277, 14.696, 14.733], [23.146, 12.612, 13.664], [24.095, 14.142, 16.552], [21.312, 14.359, 15.110], [22.068, 15.027, 13.715], [22.578, 15.574, 15.304], [23.885, 11.819, 13.774], [22.167, 12.135, 13.617], [23.223, 13.069, 12.677]],
  "e_above_lowest_ev": 8.2528,
  "fmax_ev_per_a": 3.16,
  "charge": 0
}

[2]
{
  "formula": "C51H28I4IrN5O3S",
  "method": "ωB97M-V/def2-TZVPD",
  "species": ["Ir", "I", "C", "C", "C", "C", "C", "C", "C", "C", "C", "C", "C", "C", "C", "C", "C", "C", "I", "C", "C", "C", "N", "C", "C", "C", "C", "C", "C", "I", "C", "C", "C", "C", "C", "C", "N", "C", "C", "C", "C", "C", "N", "C", "C", "C", "C", "I", "C", "C", "C", "C", "N", "H", "H", "H", "H", "H", "H", "H", "H", "H", "H", "H", "H", "H", "H", "H", "H", "H", "H", "H", "H", "H", "H", "H", "H", "O", "C", "N", "S", "O", "O", "C", "C", "C", "C", "C", "C", "H", "H", "H", "H"],
  "xyz": [[0.515, -0.366, -0.342], [0.007, -9.950, -2.161], [-0.048, -7.901, -1.754], [-1.127, -7.145, -2.184], [-1.151, -5.783, -1.928], [-0.104, -5.158, -1.252], [0.959, -5.946, -0.811], [0.995, -7.309, -1.059], [-0.068, -3.696, -0.992], [-0.271, -2.790, -2.028], [-0.677, -3.076, -3.371], [-1.059, -1.905, -3.942], [-0.811, -0.863, -2.996], [-1.033, 0.529, -3.149], [-2.273, 1.062, -3.757], [-2.988, 0.449, -4.791], [-4.224, 0.922, -5.194], [-4.784, 2.018, -4.556], [-6.702, 2.663, -5.071], [-4.091, 2.666, -3.548], [-2.848, 2.191, -3.161], [-0.117, 1.445, -2.615], [0.779, 1.163, -1.632], [1.552, 2.269, -1.435], [2.415, 2.463, -0.363], [3.183, 3.744, -0.329], [4.446, 3.823, -0.904], [5.166, 5.010, -0.867], [4.611, 6.118, -0.248], [5.688, 7.911, -0.188], [3.349, 6.059, 0.324], [2.638, 4.868, 0.285], [2.517, 1.627, 0.750], [3.247, 1.933, 1.955], [2.965, 0.959, 2.851], [2.084, 0.024, 2.199], [1.847, 0.452, 0.931], [1.564, -1.140, 2.769], [0.870, -2.116, 2.067], [0.438, -3.386, 2.569], [0.034, -4.118, 1.501], [0.179, -3.297, 0.332], [0.650, -2.074, 0.707], [1.863, -1.409, 4.205], [2.984, -2.157, 4.555], [3.260, -2.438, 5.885], [2.401, -1.970, 6.868], [2.803, -2.403, 8.875], [1.280, -1.225, 6.539], [1.016, -0.947, 5.204], [1.195, 3.261, -2.417], [0.140, 2.777, -3.111], [-0.282, -1.418, -1.859], [-1.952, -7.612, -2.703], [-2.017, -5.204, -2.222], [1.785, -5.482, -0.288], [1.831, -7.902, -0.714], [-0.668, -4.043, -3.843], [-1.402, -1.786, -4.954], [-2.573, -0.399, -5.310], [-4.748, 0.431, -6.003], [-4.518, 3.524, -3.047], [-2.342, 2.679, -2.339], [4.869, 2.950, -1.384], [6.150, 5.062, -1.313], [2.922, 6.930, 0.801], [1.647, 4.800, 0.715], [3.880, 2.794, 2.091], [3.325, 0.864, 3.862], [0.432, -3.670, 3.608], [-0.367, -5.119, 1.504], [3.647, -2.517, 3.778], [4.135, -3.017, 6.149], [0.616, -0.864, 7.311], [0.139, -0.370, 4.935], [1.687, 4.211, -2.542], [-0.386, 3.243, -3.928], [-0.348, 3.302, 0.376], [-1.100, 2.383, 0.622], [-0.782, 1.045, 0.683], [-2.106, 0.110, 0.998], [-1.919, -0.643, 2.205], [-2.494, -0.617, -0.183], [-3.238, 1.437, 1.208], [-4.577, 1.424, 1.543], [-5.215, 2.654, 1.639], [-4.526, 3.842, 1.401], [-3.181, 3.830, 1.057], [-2.546, 2.605, 0.969], [-5.104, 0.495, 1.713], [-6.264, 2.689, 1.902], [-5.050, 4.785, 1.488], [-2.629, 4.739, 0.857]],
  "fmax_ev_per_a": 1.79,
  "charge": 0,
  "e_tot_ha": -4153.1280
}

[3]
{
  "formula": "C51H34Cl4F5N3O5PTi",
  "method": "ωB97M-V/def2-TZVPD",
  "species": ["Ti", "Cl", "C", "C", "C", "Cl", "C", "O", "C", "C", "O", "C", "H", "H", "H", "Cl", "C", "C", "C", "C", "C", "C", "P", "C", "C", "C", "C", "C", "C", "C", "C", "C", "C", "C", "C", "H", "H", "H", "H", "H", "H", "H", "H", "H", "H", "H", "H", "H", "H", "C", "C", "C", "C", "C", "N", "C", "O", "N", "C", "C", "C", "C", "N", "C", "C", "C", "H", "H", "H", "H", "H", "H", "H", "H", "H", "H", "H", "H", "H", "Cl", "C", "C", "C", "C", "C", "C", "C", "O", "O", "H", "H", "H", "H", "F", "C", "C", "C", "F", "C", "F", "C", "F", "C", "F"],
  "xyz": [[-0.974, -1.354, 0.331], [-5.730, -6.813, 1.364], [-4.450, -5.706, 1.026], [-3.257, -6.194, 0.473], [-2.209, -5.349, 0.196], [-0.744, -5.945, -0.479], [-2.321, -3.974, 0.460], [-1.313, -3.174, 0.227], [-3.532, -3.496, 0.995], [-3.655, -2.117, 1.287], [-2.837, -1.230, 0.936], [-4.593, -4.372, 1.294], [-3.157, -7.251, 0.265], [-4.542, -1.773, 1.822], [-5.509, -3.990, 1.725], [1.937, -2.742, 0.416], [3.185, -1.636, 0.922], [4.458, -2.179, 1.031], [5.517, -1.376, 1.416], [5.302, -0.032, 1.684], [4.028, 0.493, 1.570], [2.932, -0.295, 1.199], [1.287, 0.502, 1.090], [1.748, 2.165, 0.446], [2.459, 2.288, -0.749], [2.747, 3.541, -1.270], [2.327, 4.691, -0.615], [1.640, 4.580, 0.584], [1.356, 3.327, 1.115], [0.828, 0.906, 2.813], [1.720, 0.923, 3.878], [1.285, 1.252, 5.155], [-0.044, 1.575, 5.379], [-0.944, 1.567, 4.321], [-0.509, 1.230, 3.050], [4.608, -3.225, 0.804], [6.508, -1.801, 1.495], [6.123, 0.608, 1.976], [3.874, 1.547, 1.765], [2.808, 1.409, -1.272], [3.305, 3.617, -2.195], [2.540, 5.667, -1.030], [1.327, 5.471, 1.114], [0.837, 3.264, 2.062], [2.758, 0.659, 3.729], [1.988, 1.246, 5.978], [-0.381, 1.826, 6.376], [-1.985, 1.814, 4.487], [-1.231, 1.210, 2.237], [0.168, 0.531, -6.733], [-0.303, 1.631, -5.824], [-1.435, 2.379, -6.128], [-1.841, 3.431, -5.319], [-1.103, 3.767, -4.193], [-1.529, 4.883, -3.409], [-1.204, 5.082, -2.083], [-0.884, 6.160, -1.636], [-1.284, 3.980, -1.236], [-1.881, 2.738, -1.410], [-2.964, 2.483, -2.244], [-3.452, 1.190, -2.310], [-2.876, 0.192, -1.550], [-1.842, 0.436, -0.731], [-1.370, 1.679, -0.667], [0.030, 3.029, -3.873], [0.412, 1.967, -4.676], [-0.624, 0.206, -7.407], [0.516, -0.334, -6.171], [1.005, 0.873, -7.345], [-2.010, 2.139, -7.014], [-2.729, 4.000, -5.566], [-1.551, 5.766, -3.900], [-0.763, 4.125, -0.383], [-3.413, 3.279, -2.819], [-4.288, 0.949, -2.951], [-3.241, -0.822, -1.600], [-0.538, 1.864, -0.010], [0.622, 3.293, -3.006], [1.306, 1.406, -4.423], [3.003, -2.392, 7.768], [1.894, -2.328, 6.441], [2.385, -2.366, 5.144], [1.496, -2.277, 4.088], [0.131, -2.180, 4.324], [-0.349, -2.178, 5.630], [0.532, -2.237, 6.695], [-0.851, -2.093, 3.212], [-2.004, -2.441, 3.327], [-0.357, -1.574, 2.078], [3.449, -2.454, 4.972], [1.863, -2.293, 3.072], [-1.415, -2.120, 5.802], [0.176, -2.219, 7.715], [-2.305, -2.821, -2.131], [-1.087, -2.398, -2.559], [-0.263, -1.668, -1.712], [0.913, -1.254, -2.309], [1.806, -0.508, -1.628], [1.279, -1.559, -3.608], [2.435, -1.117, -4.109], [0.437, -2.329, -4.389], [0.773, -2.650, -5.633], [-0.771, -2.743, -3.859], [-1.613, -3.460, -4.599]],
  "e_above_lowest_ev": 0.0769,
  "fmax_ev_per_a": 0.25,
  "charge": 1
}

no.,molecular weight (g/mol)
1,1595.487
2,1490.717
3,1084.492